Entry 1:
Entry from OMol25: C13H17CsFN5O9S as an isolated structure at a distorted geometry (the ωB97M-V functional and the def2-TZVPD basis).

The geometry in XYZ format:
```
47
C13H17CsFN5O9S (the ωB97M-V functional and the def2-TZVPD basis)
Cs 0.00802 1.53226 -0.40896
O -0.48920 4.67849 0.39835
C -1.82713 5.10279 0.55037
C -2.79860 4.42053 -0.40783
N -2.79575 2.96706 -0.35045
C -3.54793 2.36996 -1.46000
C -3.00046 0.98329 -1.83703
O -3.71620 -0.01116 -1.59638
O -1.85964 0.96732 -2.37866
C -3.26621 2.45637 0.93994
C -2.26954 2.59344 2.11437
O -2.77395 2.80166 3.21994
O -1.02548 2.44991 1.84259
H -0.43996 3.84954 0.92604
H -1.86026 6.17533 0.33472
H -2.15897 4.96513 1.58369
H -2.53603 4.71218 -1.42784
H -3.80109 4.84058 -0.18282
H -3.42620 3.00113 -2.34346
H -4.61842 2.28190 -1.22994
H -3.46319 1.38614 0.82537
H -4.20938 2.93005 1.24821
N -2.04178 -2.40214 -1.67583
C -0.69745 -2.40099 -1.78561
N -0.17419 -1.29437 -2.31779
S 0.24191 -3.77245 -1.33490
H -2.61126 -1.55041 -1.71630
H -2.42369 -3.19597 -1.19409
H -0.78067 -0.47680 -2.45076
H 0.81991 -1.13549 -2.20759
F 4.59098 -5.64807 -0.82994
C 4.38757 -4.78318 0.18654
C 3.56611 -3.73410 0.03444
N 3.31798 -2.82879 1.02197
C 2.47200 -1.67714 0.72408
C 3.04633 -0.79208 -0.42806
O 4.23120 -0.98559 -0.72217
O 2.20467 0.01906 -0.90233
C 3.95836 -2.92103 2.23649
O 3.82448 -2.13220 3.15109
N 4.79575 -4.01990 2.35212
C 5.07635 -5.02396 1.42401
O 5.88094 -5.90258 1.68667
H 3.03674 -3.59124 -0.90050
H 2.39723 -1.09443 1.63870
H 1.48391 -2.01387 0.41253
H 5.27221 -4.09619 3.23700
```

LUMO level: 3.8 eV
HOMO: -0.12355 hartree
Kohn-Sham gap: 7.1846 eV
Maximum force: 1.2 eV/Å
Net charge: -2



Entry 2:
Entry from OMol25: C13H17N3O4 as an isolated structure at a distorted geometry (the ωB97M-V functional and the def2-TZVPD basis).

The geometry in XYZ format:
```
37
C13H17N3O4 (the ωB97M-V functional and the def2-TZVPD basis)
C -0.00882 0.08899 0.91251
C 1.30924 0.01824 0.14480
C -0.71818 -1.23725 1.01815
C -1.73529 -1.40071 2.18511
C -3.13868 -1.11236 1.98127
C -1.43082 -1.56061 3.45670
C -3.99211 -0.80059 3.10640
C -2.24211 -1.03773 4.54566
C -3.58297 -0.81059 4.36324
C 2.39680 0.93626 -1.72185
C 2.45991 2.35319 -2.15508
C 2.66537 0.09199 -2.96589
C 1.49589 0.18984 -3.97637
H -1.94022 0.59087 -0.04010
H -1.23999 1.79704 1.22162
H 0.31516 0.60277 1.87712
H 0.07796 -1.95742 1.29656
H -1.19624 -1.24711 0.05450
H -3.44409 -1.14802 0.95908
H -0.36678 -1.57433 3.73602
H -5.07174 -0.64323 2.98335
H -1.78818 -0.98530 5.50553
H -4.14660 -0.70755 5.22706
H 0.45853 1.62960 -0.81466
H 3.12303 0.76453 -0.91201
H 2.80599 -0.99435 -2.54406
H 3.71470 0.44231 -3.37276
H 0.46567 -1.25501 -5.29476
H 1.25957 -1.93781 -3.69364
H 3.44915 3.51766 -3.25862
N -0.90758 1.11328 0.35483
N 1.17646 0.80772 -0.98600
N 1.23429 -1.00441 -4.63300
O 2.28825 -0.70126 0.50736
O 1.96565 3.37250 -1.52931
O 0.97951 1.30323 -4.27511
O 3.30927 2.49561 -3.26364
```

LUMO level: 0.3 eV
HOMO: -0.33449 hartree
Kohn-Sham gap: 9.3794 eV
Maximum force: 6.2 eV/Å



Entry 3:
Entry from OMol25: an isolated molecule of C13H17N5O5S at a distorted geometry (the ωB97M-V functional and the def2-TZVPD basis).

The geometry in XYZ format:
```
41
C13H17N5O5S (the ωB97M-V functional and the def2-TZVPD basis)
C 4.92150 0.68609 2.80577
C 3.89544 1.43953 1.90524
N 3.10155 2.26529 2.86177
C 3.07738 0.46409 1.07432
O 3.61763 -0.17972 0.15387
N 1.70568 0.37602 1.33862
C 0.69859 -0.51106 0.71647
C 0.62287 -1.95411 1.25317
O 1.53523 -2.35631 1.97875
O -0.46629 -2.71878 0.99140
C -0.66086 0.19905 0.81700
C -1.38066 0.17529 -0.56119
S -2.09176 1.81416 -1.06202
C -3.53794 1.86673 -0.10273
N -3.83517 1.02234 0.94772
C -4.98189 1.48772 1.32577
N -5.34698 2.57830 0.56076
N -4.37354 2.84390 -0.35188
C -0.28573 -0.22494 -1.56788
C 1.01253 0.63316 -1.65705
C 2.00453 0.63436 -2.81931
O 1.63116 1.17169 -3.88780
O 3.23570 0.07260 -2.57012
C 0.94205 -0.62566 -0.78590
H 4.39218 -0.11016 3.30727
H 5.73917 0.28636 2.22344
H 5.36259 1.37330 3.58230
H 4.40817 2.08625 1.21951
H 2.44101 2.85085 2.34109
H 3.73654 2.87630 3.42305
H 1.49109 0.95049 2.15804
H -0.29261 -3.55129 1.47124
H -1.33165 -0.22323 1.58607
H -0.47857 1.26066 1.06930
H -2.18455 -0.55965 -0.54399
H -5.59827 1.05844 2.12202
H -6.19402 3.16064 0.74385
H -0.51168 -0.85277 -2.45011
H 0.96791 1.64420 -1.18614
H 3.29742 -0.17401 -1.59231
H 1.41052 -1.53985 -1.14314
```

LUMO level: 0.4 eV
HOMO: -0.31849 hartree
Kohn-Sham gap: 9.1162 eV
SMILES: C[C@H](N)C(=O)N[C@@]1(C(=O)O)C[C@@H](Sc2nc[nH]n2)[C@H]2[C@H](C(=O)O)[C@H]21
Maximum force: 4.1 eV/Å



Entry 4:
Entry from OMol25: an isolated molecule of C13H17NO at a distorted geometry (the ωB97M-V functional and the def2-TZVPD basis).

The geometry in XYZ format:
```
32
C13H17NO (the ωB97M-V functional and the def2-TZVPD basis)
C 3.70196 -1.40776 0.83135
C 3.29811 -0.32820 -0.17742
C 4.22870 0.17095 -1.23668
C 2.11007 0.24912 -0.05071
C 0.93657 0.62414 0.32888
C 1.10478 1.94707 1.01053
C 0.23461 2.95707 0.83983
C -0.85482 2.77202 -0.17870
O -1.53128 3.71598 -0.59468
N -1.03237 1.51994 -0.61890
C -0.53501 0.31956 -0.04451
C -1.41405 -0.77448 0.18866
C -2.92030 -0.76781 -0.09277
C -3.23555 -1.54403 -1.33856
C -3.62338 -1.38884 1.12021
H 3.98140 -2.32831 0.25143
H 4.49523 -0.96718 1.32504
H 2.75672 -1.56803 1.51651
H 3.63020 0.41442 -2.14160
H 4.72533 1.07146 -0.80552
H 5.01460 -0.59666 -1.41783
H 2.09022 1.91113 1.66210
H 0.33919 3.93013 1.37446
H -1.80218 1.55928 -1.26513
H -0.85614 -1.65157 0.50430
H -3.19513 0.36350 -0.18976
H -3.60481 -2.66003 -1.02865
H -2.45499 -1.67030 -2.11676
H -4.05810 -1.08467 -1.92738
H -3.40508 -0.98864 2.17320
H -3.35259 -2.49005 1.03586
H -4.77191 -1.30920 1.06318
```

LUMO level: 0.6 eV
HOMO: -0.31505 hartree
Kohn-Sham gap: 9.1278 eV
SMILES: CC(C)=C=c1ccc(=O)[nH]/c1=C\C(C)C
Maximum force: 4.6 eV/Å



Entry 5:
Entry from OMol25: an isolated molecule of C13H17NO4 (the ωB97M-V functional and the def2-TZVPD basis).

The geometry in XYZ format:
```
35
C13H17NO4 (the ωB97M-V functional and the def2-TZVPD basis)
C -0.18542 3.87190 1.23271
C 0.34175 2.92743 0.15844
C 1.45377 2.00602 0.66357
C 0.93011 0.87180 1.54103
O 0.22755 -0.01610 0.68832
C -0.27480 -1.18692 1.15870
C -0.30024 -1.50528 2.51420
C -0.83761 -2.70058 2.95617
C -1.35602 -3.61005 2.05205
C -1.32155 -3.30968 0.70560
C -0.79164 -2.11245 0.23033
C -0.78145 -1.96347 -1.25322
O -1.05163 -2.89736 -1.99158
N -0.49868 -0.73344 -1.75196
C -0.27723 -0.55601 -3.16083
C 1.04181 0.15859 -3.41650
O 1.70599 0.65158 -2.55229
O 1.40366 0.23108 -4.70601
H -0.94681 4.52802 0.81752
H 0.62010 4.48867 1.62581
H -0.63040 3.32260 2.05906
H -0.47773 2.31893 -0.22850
H 0.73491 3.51759 -0.67095
H 1.96192 1.55972 -0.19286
H 2.18129 2.58422 1.23496
H 1.76604 0.34524 2.01929
H 0.26178 1.25814 2.32039
H 0.10018 -0.81296 3.23792
H -0.84661 -2.91596 4.01443
H -1.77580 -4.54357 2.39278
H -1.70202 -4.00395 -0.02863
H -0.09903 -0.03385 -1.14022
H -0.28542 -1.55178 -3.62389
H -1.08411 0.04319 -3.61004
H 0.79332 -0.23130 -5.29580
```

LUMO level: 0.5 eV
HOMO: -0.32588 hartree
Kohn-Sham gap: 9.4035 eV
SMILES: CCCCOc1ccccc1C(=O)NCC(=O)O
Maximum force: 0.6 eV/Å



Entry 6:
Entry from OMol25: an isolated molecule of C13H17P at a distorted geometry (the ωB97M-V functional and the def2-TZVPD basis).

The geometry in XYZ format:
```
31
C13H17P (the ωB97M-V functional and the def2-TZVPD basis)
C 1.48124 2.80292 0.95601
P 1.36086 1.01543 1.39799
C 0.52260 0.24412 -0.18766
C 1.13342 0.56319 -1.52489
C 0.54832 -1.23305 0.02244
C 1.82318 -2.03760 0.04396
C -0.70147 -1.64050 0.36417
C -1.20342 -3.03524 0.68121
C -1.57471 -0.59124 0.12862
C -2.95946 -0.56217 0.39572
C -3.62894 0.67256 0.15028
C -2.92119 1.74831 -0.36581
C -1.55586 1.73431 -0.45226
C -0.88877 0.55753 -0.16991
H 0.42318 3.05842 0.78767
H 2.07076 3.15320 0.09371
H 1.83023 3.36442 1.96966
H 2.67675 0.69684 1.09621
H 2.13630 0.17885 -1.64881
H 1.15937 1.61407 -1.70694
H 0.58031 0.10240 -2.34522
H 1.81235 -2.79410 0.77471
H 2.83039 -1.61100 0.13466
H 1.97736 -2.71024 -0.78886
H -1.80371 -3.31375 -0.15559
H -1.83326 -3.03072 1.56165
H -0.49226 -3.73468 0.90525
H -3.34714 -1.54694 0.70616
H -4.68348 0.83232 0.28385
H -3.45199 2.68009 -0.57647
H -0.90962 2.60707 -0.57747
```

LUMO level: 0.9 eV
HOMO: -0.28972 hartree
Kohn-Sham gap: 8.7367 eV
SMILES: CP[C@@]1(C)C(C)=C(C)c2ccccc21
Maximum force: 4.0 eV/Å



Entry 7:
Entry from OMol25: C13H18Cl3N3O4PbS4 as an isolated structure (the ωB97M-V functional and the def2-TZVPD basis).

The geometry in XYZ format:
```
46
C13H18Cl3N3O4PbS4 (the ωB97M-V functional and the def2-TZVPD basis)
Pb -0.06348 -0.18749 0.74380
Cl -2.25350 1.63739 -1.61149
C -1.46856 1.55993 -3.19290
Cl -0.30214 0.23225 -3.29901
H -0.93734 2.49207 -3.34360
H -2.23036 1.39149 -3.94428
S -0.10440 2.82793 2.15725
S -1.45765 2.72644 3.49783
S -1.14109 0.98033 4.65214
S 0.35708 0.03302 3.94399
O -1.63783 -1.83347 1.38444
N -1.73084 -2.92877 0.74132
N -1.06787 -2.96713 -0.34557
O -0.32339 -1.98234 -0.78029
C -1.13969 -4.16223 -1.14182
C -0.34274 -4.23297 -2.27052
C -0.39653 -5.37631 -3.05681
C -1.23316 -6.42604 -2.71740
C -2.02873 -6.33155 -1.58117
C -1.99093 -5.20055 -0.78509
H 0.29512 -3.39903 -2.51788
H 0.22246 -5.43996 -3.94218
H -1.27044 -7.31418 -3.33358
H -2.68970 -7.14441 -1.31177
H -2.60772 -5.11742 0.09614
O 1.16743 2.71440 -1.85712
C 2.12056 2.04968 -1.55553
O 2.07615 1.11486 -0.59736
C 3.50290 2.19577 -2.19058
N 4.40963 1.16292 -1.66289
C 5.55221 1.80722 -0.98721
C 4.99559 3.16599 -0.58515
C 4.13467 3.54008 -1.79082
H 3.35799 2.12168 -3.26942
H 4.69097 0.49373 -2.36385
H 2.98336 0.70936 -0.60574
H 6.40106 1.93034 -1.66820
H 5.87496 1.20710 -0.13715
H 5.78034 3.89259 -0.38306
H 4.38159 3.07108 0.31318
H 4.76454 3.90348 -2.60419
H 3.37822 4.29470 -1.58572
Cl 3.15057 -0.70509 2.10274
C 1.77131 -1.49727 1.23108
H 1.50454 -2.39543 1.78462
H 2.15708 -1.79048 0.25572
```

LUMO level (spin up / spin down): -2.0 / -2.0 eV
HOMO (spin up / spin down): -0.27854 / -0.27997 hartree
Kohn-Sham gap (spin up / spin down): 5.5345 / 5.6153 eV
Maximum force: 0.4 eV/Å



Entry 8:
Entry from OMol25: an isolated molecule of C13H18ClNO2 (the ωB97M-V functional and the def2-TZVPD basis).

The geometry in XYZ format:
```
35
C13H18ClNO2 (the ωB97M-V functional and the def2-TZVPD basis)
C 2.29669 3.01129 -0.70680
C 0.77900 3.10588 -0.66087
O 0.18115 1.80879 -0.73452
C 0.10356 1.11228 0.40476
O 0.41092 1.53608 1.48393
C -0.38085 -0.30451 0.10639
N -1.07652 -0.85294 1.24678
C -2.28894 -0.19768 1.68059
C -3.60104 -0.65867 1.01706
C -3.70412 -0.28715 -0.45195
Cl -5.36423 -0.58598 -1.05348
C 0.90104 -1.06717 -0.15261
C 1.34174 -1.29574 -1.44845
C 2.53342 -1.96446 -1.66922
C 3.29189 -2.40467 -0.59799
C 2.85816 -2.17008 0.69665
C 1.66953 -1.49941 0.92074
H 2.72526 4.00930 -0.70828
H 2.61341 2.48440 -1.60372
H 2.66012 2.47113 0.16407
H 0.45572 3.59225 0.26521
H 0.38870 3.64815 -1.52432
H -0.97082 -0.25967 -0.82539
H -1.21667 -1.85067 1.13617
H -2.16213 0.87816 1.54774
H -2.38364 -0.38881 2.75489
H -4.42815 -0.19199 1.55569
H -3.70104 -1.74113 1.12686
H -3.04839 -0.89109 -1.07775
H -3.50150 0.77247 -0.60999
H 0.75306 -0.94783 -2.28536
H 2.86957 -2.14177 -2.68027
H 4.22130 -2.92637 -0.77228
H 3.45130 -2.50603 1.53424
H 1.32247 -1.29636 1.92146
```

LUMO level: 0.8 eV
HOMO: -0.33097 hartree
Kohn-Sham gap: 9.7910 eV
SMILES: CCOC(=O)[C@H](NCCCCl)c1ccccc1
Maximum force: 0.5 eV/Å



Which of these has the highest maximum force? C13H17N3O4



The lowest maximum force belongs to which entry? C13H18Cl3N3O4PbS4



The highest maximum force belongs to which entry? C13H17N3O4



Which formula does entry 8 have? C13H18ClNO2